## w
23
Properties=species:S:1:pos:R:3:lowdin_charge:R:1 method="wB97M-V/def2-TZVPD" charge=0 smiles="C=CCC(=C)C1(C)CC1" gap_ha=0.3755
C -2.105 -0.817 -0.951 -0.03
C -1.074 0.062 -0.132 -0.48
C -1.101 1.493 -0.391 -0.13
C -1.766 1.012 0.834 -0.08
C 0.168 -0.666 0.301 -0.30
C 0.154 -1.313 1.469 0.06
C 1.292 -0.844 -0.744 -0.17
C 2.408 0.138 -0.633 -0.19
C 2.403 1.054 0.337 -0.01
H -2.825 -0.082 -1.441 0.09
H -1.559 -1.649 -1.682 0.12
H -2.634 -1.520 -0.261 0.07
H -0.178 2.004 -0.324 0.08
H -1.703 1.861 -1.271 0.13
H -1.317 1.249 1.739 0.08
H -2.878 0.843 0.800 0.13
H -0.768 -1.406 2.117 0.09
H 0.873 -2.013 1.798 0.05
H 0.618 -1.047 -1.695 0.14
H 1.870 -1.790 -0.476 0.13
H 3.268 -0.101 -1.272 0.10
H 1.624 1.236 1.060 0.05
H 3.333 1.709 0.366 0.08


## x
23
Properties=species:S:1:pos:R:3:lowdin_charge:R:1 method="wB97M-V/def2-TZVPD" charge=0 smiles=Cc1ccccc1.CC gap_ha=0.3697
C -1.937 2.347 -0.615 -0.06
C -0.650 1.577 -0.509 -0.28
C 0.380 1.963 0.322 -0.06
C -0.435 0.454 -1.334 -0.05
C 1.572 1.250 0.449 -0.08
C 0.767 -0.208 -1.273 -0.11
C 1.773 0.168 -0.385 -0.10
H -2.735 1.814 -0.096 0.08
H -2.164 2.511 -1.666 0.08
H 0.276 2.887 0.885 0.11
H -1.238 0.121 -1.980 0.11
H 2.351 1.573 1.124 0.10
H 0.959 -1.041 -1.905 0.09
H 2.751 -0.272 -0.542 0.10
H -1.883 3.342 -0.168 0.07
C -0.648 -2.763 1.933 -0.17
C -0.072 -3.473 0.730 -0.18
H 0.027 -2.038 2.386 0.06
H -1.558 -2.262 1.618 0.06
H -0.966 -3.428 2.741 0.06
H 0.153 -2.728 -0.037 0.04
H 0.867 -4.032 0.773 0.06
H -0.780 -4.199 0.324 0.06


Ranked by calculated energy, most stable first: x, w.


## w
23
Properties=species:S:1:pos:R:3:lowdin_charge:R:1 method="wB97M-V/def2-TZVPD" charge=0 smiles=Cc1ccccc1.CC gap_ha=0.3613
C 1.773 0.674 -0.821 -0.08
C 0.164 0.818 -2.722 -0.06
C 0.430 1.028 -1.347 -0.29
C -1.102 0.912 -3.245 -0.09
C -0.649 1.268 -0.475 -0.05
C -2.033 1.498 -2.401 -0.11
C -1.870 1.691 -1.006 -0.07
H 1.105 0.371 -3.073 0.11
H -1.472 0.552 -4.191 0.10
H 2.115 1.388 -0.084 0.08
H 2.524 0.904 -1.599 0.08
H -0.479 1.267 0.586 0.10
H -3.004 1.688 -2.819 0.09
H -2.829 1.904 -0.565 0.10
H 1.900 -0.383 -0.595 0.08
C 0.689 -2.504 3.434 -0.19
C 0.111 -1.343 2.624 -0.17
H 1.707 -2.456 3.827 0.06
H 0.119 -2.538 4.382 0.07
H 0.831 -3.466 2.951 0.06
H -0.941 -1.486 2.401 0.06
H 0.662 -1.430 1.674 0.05
H 0.253 -0.359 3.065 0.06


## x
23
Properties=species:S:1:pos:R:3:lowdin_charge:R:1 method="wB97M-V/def2-TZVPD" charge=0 smiles=Cc1ccccc1.CC gap_ha=0.3578
C -2.692 -2.615 0.749 -0.15
C -1.794 -1.375 0.282 -0.14
H -2.861 -3.423 0.067 0.03
H -2.362 -3.163 1.720 0.10
H -3.648 -2.160 0.742 0.03
H -1.983 -0.635 1.040 0.07
H -0.816 -1.747 0.543 0.02
H -1.624 -1.298 -0.814 0.08
C 0.963 -0.750 -2.078 -0.05
C 1.011 0.585 1.489 -0.08
C 0.999 1.935 1.285 -0.07
C 0.915 -0.361 0.414 -0.08
C 0.643 0.137 -0.867 -0.28
C 0.568 2.378 -0.025 -0.06
C 0.423 1.517 -1.096 -0.04
H 1.137 0.193 2.495 0.10
H 0.850 2.585 2.064 0.07
H 1.230 -1.312 0.452 0.07
H 0.451 3.395 -0.034 0.07
H 2.041 -0.754 -2.275 0.08
H 0.399 -0.494 -2.995 0.08
H 0.250 1.897 -2.046 0.09
H 0.720 -1.775 -1.885 0.06


## y
23
Properties=species:S:1:pos:R:3:lowdin_charge:R:1 method="wB97M-V/def2-TZVPD" charge=0 smiles=C[C@H]1[C@H]2C[C@H]3C[C@H](C3)[C@@H]21 gap_ha=0.3686
C 0.681 -2.713 1.291 -0.07
C 1.002 -1.612 0.299 -0.18
C 0.523 -0.160 0.555 -0.21
C 0.446 1.745 -1.026 -0.15
C -1.061 1.316 -0.859 -0.22
C -1.269 -0.244 -1.075 -0.11
C 0.063 -0.793 -0.688 -0.23
C 0.683 1.358 0.380 -0.24
C -0.821 1.739 0.627 -0.10
H 1.447 -2.652 2.084 0.08
H 0.730 -3.734 0.859 0.08
H -0.291 -2.611 1.687 0.05
H 1.984 -1.677 -0.181 0.12
H -0.201 -0.360 1.333 0.11
H 0.544 2.843 -1.110 0.12
H 1.171 1.301 -1.774 0.12
H -1.788 1.823 -1.487 0.12
H -1.596 -0.370 -2.135 0.11
H -2.142 -0.471 -0.459 0.11
H 0.783 -0.550 -1.513 0.13
H 1.367 1.948 0.990 0.13
H -0.946 2.784 0.826 0.10
H -1.310 1.090 1.374 0.11


## z
23
Properties=species:S:1:pos:R:3:lowdin_charge:R:1 method="wB97M-V/def2-TZVPD" charge=0 smiles=Cc1ccccc1.CC gap_ha=0.3677
C 2.798 -0.091 -2.055 -0.17
C 3.000 -1.222 -1.025 -0.15
H 1.752 0.238 -2.097 0.04
H 3.237 0.872 -1.794 0.06
H 3.071 -0.418 -3.056 0.06
H 2.174 -1.261 -0.306 0.05
H 4.004 -1.113 -0.637 0.06
H 2.787 -2.166 -1.520 0.06
C -2.495 -0.048 -1.093 -0.07
C -2.595 0.234 1.392 -0.06
C -1.899 0.363 0.190 -0.29
C -1.982 0.500 2.619 -0.08
C -0.613 0.691 2.650 -0.11
C -0.533 0.695 0.259 -0.04
C 0.134 0.770 1.488 -0.09
H -3.588 -0.201 1.387 0.11
H -2.604 0.444 3.498 0.10
H -1.899 0.272 -1.950 0.08
H -3.511 0.344 -1.132 0.08
H -0.093 0.872 3.586 0.10
H 0.080 0.626 -0.629 0.08
H 1.213 0.732 1.461 0.10
H -2.437 -1.132 -1.235 0.09


Ranked by calculated energy, most stable first: z, w, x, y.


## w
23
Properties=species:S:1:pos:R:3:lowdin_charge:R:1 method="wB97M-V/def2-TZVPD" charge=0 smiles=Cc1ccccc1.CC gap_ha=0.3711
C 0.111 -1.398 2.335 -0.16
C 1.289 -0.465 2.585 -0.18
H -0.511 -0.984 1.543 0.05
H 0.428 -2.373 1.943 0.07
H -0.451 -1.575 3.246 0.06
H 1.791 -0.672 3.528 0.06
H 0.973 0.575 2.505 0.06
H 2.095 -0.558 1.861 0.04
C -2.010 -0.634 -2.331 -0.05
C -0.121 2.114 -0.501 -0.09
C -1.142 1.414 -1.150 -0.06
C 1.136 1.567 -0.364 -0.11
C -0.884 0.166 -1.705 -0.28
C 1.342 0.246 -0.768 -0.11
C 0.327 -0.457 -1.382 -0.06
H -0.294 3.124 -0.151 0.10
H -2.032 1.947 -1.453 0.11
H 1.971 2.114 0.042 0.10
H 2.303 -0.212 -0.581 0.10
H -2.826 0.058 -2.517 0.07
H -2.284 -1.450 -1.669 0.08
H 0.514 -1.472 -1.727 0.11
H -1.724 -1.075 -3.288 0.08


## x
23
Properties=species:S:1:pos:R:3:lowdin_charge:R:1 method="wB97M-V/def2-TZVPD" charge=0 smiles=Cc1ccccc1.CC gap_ha=0.3699
C -0.905 2.158 1.536 -0.03
C -1.083 1.485 0.202 -0.28
C -0.846 2.212 -0.983 -0.02
C -1.518 0.248 -0.021 -0.09
C -0.740 1.491 -2.217 -0.07
C -1.460 -0.511 -1.199 -0.10
C -0.951 0.096 -2.309 -0.11
H -0.234 2.954 1.578 0.05
H -0.412 1.436 2.197 0.09
H -0.677 3.196 -1.102 0.06
H -1.859 -0.272 0.880 0.12
H -0.585 2.131 -3.091 0.10
H -1.705 -1.567 -1.273 0.10
H -0.916 -0.431 -3.310 0.12
H -1.750 2.557 2.025 0.07
C 2.595 -1.882 0.541 -0.18
C 1.328 -2.424 1.242 -0.18
H 2.812 -2.475 -0.365 0.05
H 2.384 -0.813 0.245 0.07
H 3.583 -1.866 1.146 0.08
H 0.417 -2.200 0.688 0.03
H 1.261 -3.515 1.293 0.05
H 1.259 -2.007 2.298 0.08


## y
23
Properties=species:S:1:pos:R:3:lowdin_charge:R:1 method="wB97M-V/def2-TZVPD" charge=0 smiles=Cc1ccccc1.CC gap_ha=0.3592
C 0.093 -0.188 -3.335 -0.08
C -1.743 0.073 -0.032 -0.11
C -1.151 1.209 0.491 -0.14
C -1.447 -0.471 -1.258 -0.05
C -0.375 0.062 -1.966 -0.27
C 0.042 1.518 -0.073 -0.12
C 0.407 1.103 -1.353 -0.03
H -2.527 -0.484 0.513 0.12
H -1.574 1.815 1.244 0.10
H -1.819 -1.501 -1.423 0.12
H 0.609 2.317 0.417 0.11
H 1.254 0.158 -3.631 0.15
H -0.517 0.217 -4.047 0.04
H 1.360 1.287 -1.873 0.10
H 0.126 -1.197 -3.573 0.04
C 1.557 -0.870 2.178 -0.18
C 0.201 -0.534 2.781 -0.16
H 2.019 -0.069 1.620 0.05
H 2.275 -1.223 2.963 0.07
H 1.673 -1.698 1.511 0.05
H 0.314 -0.112 3.780 0.06
H -0.346 0.122 2.141 -0.01
H -0.433 -1.533 2.927 0.11


## z
23
Properties=species:S:1:pos:R:3:lowdin_charge:R:1 method="wB97M-V/def2-TZVPD" charge=0 smiles="C=C(C)[C@H](C)[C@H]1[C@@H]2C[C@@H]21" gap_ha=0.3745
C 1.197 0.136 2.022 -0.01
C -0.238 0.308 2.405 -0.31
C 0.581 1.349 2.939 -0.06
C -0.001 0.388 1.029 -0.26
C -0.416 -0.381 -0.229 -0.31
C 0.345 -0.350 -1.530 -0.36
C -1.906 -0.094 -0.521 -0.06
C 0.905 -1.568 -2.065 -0.07
C 0.415 0.745 -2.286 0.06
H 0.934 1.260 3.903 0.06
H 0.427 2.414 2.571 0.13
H -1.089 -0.175 2.876 0.15
H 0.190 1.409 0.585 0.14
H -0.409 -1.487 0.189 0.17
H -2.084 -0.206 -1.584 0.07
H -2.007 1.052 -0.472 0.11
H -2.634 -0.653 0.049 0.07
H 1.598 -1.249 -2.678 0.01
H 0.133 -2.239 -2.541 0.12
H 1.595 -2.182 -1.471 0.10
H -0.219 1.587 -2.155 0.06
H 0.912 0.752 -3.244 0.07
H 1.768 -0.816 2.209 0.13


Ranked by calculated energy, most stable first: w, x, y, z.